# 1
Computed, not measured: 2 unconnected molecules or ions with the total composition C22H23ClNSi, with wB97M-V/def2-TZVPD.

Calculated values
Net charge ... +1
LUMO level ... -5.4 eV
Gap between HOMO and LUMO ... 4.5 eV

Last column: natural (NBO) charge in e.
Element x y z (Å)
Cl1 4.60682 1.31508 6.35212  0.078
Si1 0.23758 -3.21974 6.03723  1.940
N1 -1.93027 -0.58706 0.61038  -0.388
C1 2.57028 0.24879 4.94330  -0.211
C2 -2.14608 -1.97044 0.93468  -0.203
C3 3.17117 -0.82731 7.07483  -0.246
C4 -1.47913 -2.88625 6.83800  -1.165
C5 -1.06053 1.53073 0.96569  -0.030
C6 1.32833 -1.73348 5.71261  -0.615
C7 -3.00388 0.29886 0.84459  0.235
C8 -2.51386 1.61072 1.01667  -0.125
C9 2.15649 -1.76516 6.86747  -0.155
C10 -0.74187 0.15993 0.76869  0.155
C11 -4.83899 2.30038 1.09996  -0.238
C12 -1.02209 -3.00591 0.65737  -0.624
C13 3.36394 0.16897 6.10248  -0.001
C14 1.29302 2.05836 0.75202  -0.247
C15 1.54971 -0.69710 4.76630  -0.152
C16 -5.26206 0.96067 1.16686  -0.194
C17 -0.03910 2.48711 0.87834  -0.181
C18 0.56844 -0.26770 0.76785  -0.273
C19 0.73222 -4.89610 5.22838  -1.164
C20 1.58082 0.69142 0.74741  -0.211
C21 -4.31276 -0.06242 1.09911  -0.282
C22 -3.46774 2.64479 1.06527  -0.166
H1 2.76625 1.03835 4.21213  0.261
H2 -0.52192 -2.89390 -0.30017  0.232
H3 0.76482 -1.32674 0.75857  0.213
H4 -0.25690 -3.04835 1.44628  0.192
H5 -2.41825 -1.95703 1.99346  0.165
H6 -0.15597 -5.47272 4.89849  0.285
H7 -3.08210 -2.27588 0.48653  0.212
H8 -6.31976 0.70162 1.22664  0.223
H9 0.91655 -0.63949 3.88811  0.244
H10 2.00433 -2.54171 7.61727  0.194
H11 -3.14923 3.69230 1.00271  0.220
H12 -1.51952 -3.97949 0.61212  0.225
H13 2.60907 0.36540 0.67052  0.216
H14 1.28347 -5.48667 5.99618  0.288
H15 1.39106 -4.78292 4.34255  0.292
H16 -5.60904 3.07723 1.07932  0.223
H17 -1.83672 -1.84841 6.67843  0.294
H18 -2.26415 -3.55986 6.43998  0.285
H19 -0.28303 3.55019 0.82372  0.221
H20 2.10351 2.78037 0.62811  0.223
H21 -4.57363 -1.10738 1.22944  0.211
H22 3.80195 -0.87086 7.96629  0.253
H23 -1.38137 -3.05468 7.93388  0.288

Forces on the atoms, in the same order (eV/Å):
0.2 0.2 0.0
-0.8 0.9 -2.1
0.4 1.2 0.2
-0.3 -0.7 0.6
0.5 -0.4 0.6
-0.2 0.0 -0.3
0.6 -0.4 0.1
0.2 0.0 -0.8
0.5 -0.1 0.9
1.3 -0.4 0.8
-0.9 0.3 -0.7
0.0 0.5 -0.7
-1.1 0.2 0.5
0.3 0.2 0.0
-0.7 0.1 0.2
-0.5 -0.6 0.1
-0.6 0.2 0.1
-0.1 -0.4 0.2
0.6 0.1 0.0
0.2 -0.2 -0.1
0.4 0.0 -0.1
-0.1 0.3 0.7
-0.2 -0.1 0.0
-0.6 0.2 -0.3
-0.3 -0.3 -0.1
-0.2 -0.4 0.2
-0.1 0.3 -0.1
0.4 0.0 -0.2
-0.3 0.1 -0.2
0.3 -0.5 0.5
0.3 0.4 0.5
0.1 -0.2 -0.7
0.3 0.2 0.2
0.1 0.1 -0.1
0.1 -0.1 0.3
-0.2 -0.4 0.3
0.2 0.0 0.2
0.1 0.0 0.1
-0.3 0.2 -0.5
-0.3 0.4 0.7
0.4 -0.2 0.1
0.6 -0.5 0.0
0.6 0.1 0.3
0.1 -0.3 0.2
-0.3 -0.2 0.1
-0.2 0.2 -0.3
-0.2 0.1 -0.4
-0.2 0.1 -0.6

***

# 2
Computed, not measured: a molecular structure, C22H23F2IrN3O3P, with wB97M-V/def2-TZVPD.

Calculated values
Net charge ... +1
LUMO level (alpha / beta) ... -3.5 / -5.2 eV
Spin multiplicity ... 2
Gap between HOMO and LUMO (alpha / beta) ... 7.0 / 5.4 eV

Last column: natural (NBO) charge in e.
Element x y z (Å)
Ir1 0.64276 -0.05653 -1.00986  0.746
P1 -0.30048 -2.12673 -0.03435  0.956
F1 -2.35808 3.94627 0.43996  -0.315
F2 -0.22255 1.73768 3.94141  -0.319
O1 0.93967 -1.79315 -2.93854  -0.316
O2 2.24202 -0.48863 0.38566  -0.651
O3 -0.68168 -2.66331 -4.12003  -0.190
N1 0.24305 -1.97237 -3.89959  0.552
N2 -0.52469 1.18134 -2.17975  -0.417
N3 4.14780 0.32207 1.21267  -0.757
C1 -2.04486 -1.27729 1.91773  -0.230
C2 -0.42949 1.88494 2.62563  0.528
C3 3.18369 1.39654 -0.76786  -0.525
C4 -0.55444 1.17389 -3.51996  0.052
C5 -0.99073 2.27713 -1.52557  0.225
C6 3.17663 0.34635 0.30792  0.726
C7 -1.51934 3.34225 -3.61410  -0.137
C8 -0.84917 2.19788 -0.07812  -0.279
C9 -0.85190 -1.96031 1.68205  -0.276
C10 2.24749 0.92705 -1.87188  -0.641
C11 1.01314 -3.38101 -0.00801  -0.956
C12 -1.48099 3.37398 -2.23676  -0.216
C13 -1.68942 -3.02212 -0.81277  -0.938
C14 -1.49220 3.00806 0.85934  0.470
C15 -1.05273 2.21066 -4.27156  -0.248
C16 -1.80229 -1.64284 4.27880  -0.190
C17 0.00001 1.17167 0.38915  0.034
C18 -0.60376 -2.30120 4.05411  -0.203
C19 0.20960 1.02237 1.76113  -0.421
C20 -1.29929 2.88047 2.21375  -0.405
C21 -2.52058 -1.12527 3.20828  -0.190
C22 -0.12733 -2.45928 2.75917  -0.229
H1 -1.81301 3.51884 2.91690  0.257
H2 2.83548 2.33139 -0.31970  0.256
H3 4.20815 1.56778 -1.11318  0.232
H4 -2.49694 -2.33266 -1.05252  0.250
H5 1.26734 -3.64242 -1.03460  0.249
H6 -2.06308 -3.79098 -0.13635  0.248
H7 4.11794 -0.34741 1.96491  0.420
H8 -1.89756 4.18873 -4.16996  0.237
H9 1.98311 1.73323 -2.55663  0.213
H10 -3.44833 -0.59668 3.38158  0.225
H11 -2.59681 -0.84650 1.08924  0.218
H12 -0.15328 0.29791 -4.01505  0.192
H13 -1.05342 2.13507 -5.34872  0.240
H14 -1.35353 -3.49759 -1.73344  0.240
H15 1.90343 -2.98988 0.47941  0.257
H16 2.71588 0.11830 -2.44857  0.199
H17 -0.03812 -2.69731 4.88684  0.225
H18 0.81519 -2.96691 2.59992  0.213
H19 4.89375 0.99531 1.19230  0.419
H20 -1.80609 4.24664 -1.69688  0.251
H21 -2.17604 -1.52766 5.28712  0.227
H22 0.83961 0.24730 2.16852  0.244
H23 0.66649 -4.27507 0.51081  0.249

Forces on the atoms, in the same order (eV/Å):
1.1 0.0 0.4
-0.6 0.6 0.0
0.0 0.0 0.0
0.0 0.0 0.0
0.0 -0.1 -0.1
0.0 -0.4 -0.6
0.1 0.0 0.1
0.1 0.0 0.0
0.0 -0.2 0.1
0.0 0.0 0.0
0.0 0.0 0.0
0.0 0.1 0.0
0.1 -0.3 -0.1
0.0 -0.2 -0.2
-0.1 0.0 0.1
0.0 0.2 0.2
0.0 -0.1 0.0
0.1 -0.1 0.0
0.0 -0.1 0.0
-0.6 0.5 0.2
0.0 0.0 0.0
0.0 -0.1 0.0
0.0 0.0 0.1
0.1 0.0 -0.1
0.0 0.1 0.0
0.0 0.0 0.0
-0.3 -0.1 0.0
0.0 0.0 0.0
0.2 0.2 -0.2
0.0 0.0 0.0
0.0 0.0 0.0
0.0 0.0 0.0
0.0 0.0 0.0
-0.1 -0.1 0.0
0.0 0.0 0.1
0.0 0.0 0.0
0.0 0.0 0.0
0.0 0.0 0.0
0.0 0.0 0.0
0.0 0.0 0.0
0.2 0.1 0.0
0.0 0.0 0.0
0.0 0.0 0.0
0.0 0.2 0.1
0.0 0.0 0.0
0.0 0.0 -0.1
0.0 0.0 0.0
0.0 0.0 -0.1
0.0 0.0 0.0
0.0 -0.1 0.0
0.0 0.0 0.0
-0.1 0.0 0.0
0.0 0.0 0.0
0.0 0.0 0.0
0.0 0.0 0.0

***

# 3
Computed, not measured: a molecular structure, C22H23F2N5O2RuS, with wB97M-V/def2-TZVPD.

Calculated values
Net charge ... +2
LUMO level (alpha / beta) ... -6.4 / -8.6 eV
Spin multiplicity ... 5
Gap between HOMO and LUMO (alpha / beta) ... 7.9 / 5.8 eV

Last column: natural (NBO) charge in e.
Element x y z (Å)
Ru1 0.63074 -0.50318 -0.27041  1.319
S1 1.61909 0.96168 -1.85206  -0.071
F1 4.47188 -2.35893 2.80267  -0.259
F2 3.60320 2.32649 2.95709  -0.297
O1 -1.47944 -1.95945 1.12656  -0.572
O2 -1.16176 -0.91570 -3.27536  -0.554
N1 -0.33533 2.02873 -3.25411  -0.552
N2 0.70832 3.47600 -1.72553  -0.537
N3 -1.08585 -1.22149 -0.94430  -0.702
N4 1.23253 -2.49798 -0.01599  -0.484
N5 -0.65102 0.90604 1.12602  -0.528
C1 0.76161 -3.54487 -0.75961  0.053
C2 3.28798 1.07939 2.54669  0.456
C3 2.13132 -4.95317 0.65713  -0.124
C4 2.19491 1.03883 1.67687  -0.313
C5 -2.67200 -2.46365 -2.19116  -0.533
C6 -3.05855 -2.45304 -0.69717  -0.516
C7 2.62395 -3.88091 1.27381  -0.209
C8 -1.48158 4.04529 -2.74233  -0.434
C9 3.81758 -1.29236 2.50987  0.458
C10 -1.67214 1.09534 3.56925  -0.530
C11 2.77948 -1.33180 1.57332  -0.139
C12 4.09492 -0.00572 2.95241  -0.321
C13 0.57411 2.31398 -2.30840  0.390
C14 -0.20652 4.56774 -2.05098  -0.226
C15 2.22164 -2.54148 0.91246  0.248
C16 -1.81896 -1.89276 -0.03431  0.674
C17 1.36424 -4.80195 -0.50181  -0.192
C18 -1.63395 -1.45055 -2.29717  0.719
C19 -1.13303 0.96965 2.18400  0.529
C20 -2.88075 2.05915 3.63852  -0.598
C21 -1.18018 3.06681 -3.79326  -0.233
C22 2.01386 -0.20354 1.14689  -0.128
H1 -0.43478 5.04818 -1.13888  0.230
H2 -3.94952 -1.85909 -0.48032  0.267
H3 -1.91524 -0.01383 3.99243  0.302
H4 -0.24163 1.04316 -3.63710  0.477
H5 3.28010 -4.07625 2.12549  0.259
H6 -2.03291 4.87831 -3.18540  0.265
H7 2.19350 -5.95689 1.00483  0.255
H8 -2.21931 -3.39747 -2.55773  0.267
H9 1.50620 1.80432 1.42755  0.247
H10 -3.38654 -2.24887 -2.90845  0.272
H11 -0.66212 3.56041 -4.66372  0.223
H12 -3.26056 -3.41820 -0.23602  0.266
H13 -0.75916 1.58790 4.02885  0.273
H14 -2.08045 2.60956 -4.17761  0.243
H15 -2.12601 3.60256 -2.00348  0.221
H16 1.39657 3.60248 -0.96589  0.446
H17 4.94991 0.12301 3.67784  0.284
H18 1.06220 -5.58784 -1.18501  0.253
H19 0.01648 -3.21511 -1.41238  0.217
H20 -2.67517 2.92149 2.92708  0.220
H21 -3.82368 1.60001 3.36210  0.237
H22 0.39152 5.33246 -2.63621  0.231
H23 -2.90975 2.39710 4.70239  0.251

Forces on the atoms, in the same order (eV/Å):
-0.5 0.7 0.1
0.4 0.0 0.3
1.1 -0.8 0.8
0.2 -0.8 0.3
0.1 -0.2 0.5
-0.5 -0.3 0.8
1.8 -1.2 0.7
0.1 0.0 0.4
-0.1 0.4 -2.8
0.6 2.0 0.5
-0.5 -0.2 1.3
3.6 -0.8 2.6
0.3 1.0 0.1
-1.5 -1.1 -2.2
1.3 -1.3 0.8
0.3 -1.1 1.2
0.0 -0.9 0.0
0.8 2.4 1.7
0.3 1.5 0.8
-2.1 2.6 -1.9
0.6 -1.4 -0.2
-2.4 -1.1 -1.9
1.1 0.4 1.4
-0.7 -1.8 -0.4
0.8 0.9 -1.5
1.0 -3.6 0.5
-1.4 0.0 0.5
-2.4 1.8 -1.3
2.5 1.7 0.4
0.0 -0.5 -1.0
1.0 0.9 0.0
0.6 -0.2 -2.2
0.8 -1.2 0.5
-0.5 0.5 1.0
0.2 0.3 -0.1
0.9 2.7 -0.9
-0.6 1.7 0.5
-0.3 0.5 -0.3
0.2 0.0 0.2
0.9 -0.6 0.4
-0.1 0.0 0.4
0.2 1.1 0.1
-1.9 0.4 -1.1
-0.4 -0.5 0.7
0.0 -0.2 -0.3
-1.1 -0.8 0.3
-0.2 -0.1 -0.1
-0.3 -0.2 0.5
-0.6 -0.3 -0.9
-1.1 0.2 -0.9
0.1 -0.3 0.5
-0.8 -0.5 -1.2
-0.4 -0.8 1.2
0.0 -0.1 0.0
-0.9 -0.9 0.3
-0.3 0.0 -1.0

***

no.,electronic energy (hartree),F_max (eV/Å)
1,-1656.29074,2.4
2,-1887.27751,1.2
3,-1968.58546,4.5